[1]
{"formula": "C22H25N5", "method": "ωB97M-V with the def2-TZVPD basis set", "symbols": ["C", "C", "C", "N", "C", "H", "H", "H", "H", "H", "C", "C", "C", "N", "C", "H", "H", "H", "H", "H", "C", "C", "C", "N", "C", "H", "H", "H", "H", "H", "C", "C", "C", "N", "C", "C", "H", "H", "H", "H", "H", "C", "C", "C", "N", "C", "C", "H", "H", "H", "H", "H"], "positions_angstrom": [[-4.284, 3.742, 3.379], [-4.027, 3.081, 2.156], [-4.073, 4.135, 1.179], [-4.587, 5.299, 1.713], [-4.622, 5.013, 3.030], [-4.269, 3.292, 4.360], [-3.723, 2.064, 1.961], [-3.853, 4.070, 0.123], [-4.998, 6.127, 1.307], [-4.887, 5.819, 3.699], [-0.328, -2.706, -3.938], [-1.567, -2.729, -4.567], [-1.569, -4.013, -5.132], [-0.394, -4.648, -4.980], [0.325, -3.872, -4.105], [0.052, -1.790, -3.510], [-2.165, -1.862, -4.804], [-2.249, -4.444, -5.852], [-0.060, -5.561, -5.255], [1.198, -4.314, -3.648], [-0.311, 1.292, 0.536], [-0.600, 0.313, -0.437], [0.577, -0.118, -0.995], [1.604, 0.702, -0.432], [1.085, 1.521, 0.547], [-1.018, 1.754, 1.209], [-1.585, -0.038, -0.708], [0.800, -0.851, -1.756], [2.558, 0.745, -0.761], [1.644, 2.294, 1.053], [-2.248, 0.250, 4.475], [-1.102, 1.098, 4.331], [0.086, 0.521, 4.339], [0.280, -0.835, 4.318], [-0.780, -1.680, 4.319], [-2.021, -1.126, 4.431], [-3.273, 0.589, 4.463], [-1.061, 2.166, 4.171], [0.944, 1.176, 4.362], [-0.686, -2.746, 4.461], [-2.835, -1.831, 4.357], [6.067, -1.869, -2.553], [5.880, -1.745, -1.151], [4.887, -0.834, -0.758], [4.149, -0.066, -1.599], [4.449, -0.099, -2.928], [5.348, -1.021, -3.432], [6.726, -2.688, -2.799], [6.427, -2.345, -0.439], [4.774, -0.676, 0.305], [3.904, 0.602, -3.544], [5.408, -1.159, -4.501]], "lowdin_charge": [-0.123, -0.090, -0.130, 0.027, -0.205, 0.090, 0.079, 0.094, 0.155, 0.105, -0.151, -0.080, -0.162, 0.014, -0.150, 0.075, 0.097, 0.101, 0.152, 0.107, -0.124, -0.135, -0.106, 0.001, -0.120, 0.067, 0.088, 0.072, 0.070, 0.098, -0.040, -0.096, -0.182, 0.066, -0.146, -0.106, 0.091, 0.103, 0.102, 0.102, 0.096, -0.057, -0.057, -0.130, 0.029, -0.123, -0.071, 0.097, 0.098, 0.104, 0.107, 0.097], "homo_energy_ev": -7.539, "largest_force_ev_per_a": 3.92, "e_lumo_ev": 0.58, "e_above_lowest_kcal_mol": 107.9, "smiles": "c1cc[nH]c1.c1cc[nH]c1.c1cc[nH]c1.c1ccncc1.c1ccncc1"}



[2]
{"formula": "C22H25N5O2Sn", "method": "ωB97M-V with the def2-TZVPD basis set", "symbols": ["Sn", "C", "N", "C", "C", "C", "C", "C", "C", "C", "N", "C", "C", "C", "C", "C", "C", "N", "C", "C", "H", "H", "H", "H", "H", "H", "H", "H", "H", "H", "H", "H", "H", "H", "H", "H", "H", "H", "H", "H", "O", "N", "N", "O", "C", "C", "C", "C", "C", "C", "H", "H", "H", "H", "H"], "positions_angstrom": [[0.547, 0.308, 0.345], [-2.922, -0.620, 1.111], [-1.753, -1.307, 1.713], [-1.654, -1.016, 3.154], [-1.406, -2.565, 1.301], [-1.239, -3.615, 2.211], [-0.972, -4.886, 1.760], [-0.780, -5.171, 0.383], [-0.888, -4.177, -0.530], [-1.191, -2.831, -0.115], [-1.102, -1.770, -0.903], [-1.127, -1.841, -2.247], [-1.785, -2.879, -2.962], [-1.630, -3.001, -4.314], [-0.768, -2.117, -4.979], [-0.172, -1.052, -4.319], [-0.415, -0.821, -2.973], [0.039, 0.362, -2.336], [1.173, 1.036, -3.000], [-1.080, 1.306, -2.103], [-3.821, -0.889, 1.672], [-3.055, -0.891, 0.075], [-2.790, 0.458, 1.186], [-2.509, -1.416, 3.703], [-1.651, 0.064, 3.285], [-0.734, -1.419, 3.566], [-1.391, -3.451, 3.268], [-0.907, -5.691, 2.482], [-0.503, -6.170, 0.071], [-0.624, -4.363, -1.563], [-2.450, -3.541, -2.417], [-2.166, -3.762, -4.865], [-0.601, -2.236, -6.043], [0.436, -0.359, -4.885], [0.878, 1.518, -3.936], [1.970, 0.322, -3.196], [1.555, 1.813, -2.342], [-1.436, 1.730, -3.046], [-0.737, 2.129, -1.471], [-1.909, 0.796, -1.615], [2.550, 0.313, 1.005], [3.042, 1.396, 1.528], [2.220, 2.347, 1.565], [0.982, 2.211, 1.116], [2.599, 3.647, 2.106], [1.606, 4.597, 2.247], [1.945, 5.838, 2.765], [3.254, 6.108, 3.130], [4.237, 5.136, 2.978], [3.918, 3.893, 2.462], [0.589, 4.378, 1.957], [1.179, 6.593, 2.884], [3.513, 7.079, 3.533], [5.260, 5.346, 3.260], [4.675, 3.132, 2.337]], "lowdin_charge": [1.553, -0.022, -0.199, -0.043, -0.162, 0.014, 0.023, -0.020, 0.016, -0.191, 0.111, -0.200, -0.004, -0.026, 0.008, 0.015, -0.165, -0.297, -0.061, -0.078, 0.111, 0.080, 0.093, 0.114, 0.100, 0.101, 0.119, 0.135, 0.130, 0.122, 0.131, 0.129, 0.131, 0.119, 0.103, 0.110, 0.090, 0.116, 0.076, 0.081, -0.317, 0.051, -0.175, -0.296, -0.162, -0.011, -0.048, -0.044, -0.045, -0.007, 0.113, 0.119, 0.120, 0.120, 0.119], "homo_energy_ev": -14.147, "largest_force_ev_per_a": 0.63, "e_lumo_ev": -8.60, "e_above_lowest_kcal_mol": 22.4, "total_charge": 2}



no.,E (eV)
1,-30666.5489
2,-40577.6953